Density functional theory data (the ωB97M-V functional and the def2-TZVPD basis) for a cluster of 2 separate species, H3P in total.

Its total energy is -342.97359 a.u. As for the net charge: 0. The calculation puts the lowest unoccupied orbital energy (alpha / beta) at -0.25 / -1.27 eV. The value obtained for the energy above the lowest of the compared OMol25 structures with the same formula, charge and spin is 40.6 kcal per mole. The HOMO-LUMO gap (alpha / beta) comes out at 8.87 / 9.23 eV.

Element x y z (Å)
P -1.09 0.08 -0.40
H -0.42 -0.17 0.92
H -0.24 1.24 -0.66
H 1.75 -1.15 0.13

Mulliken charges in e:
1 P -0.09
2 H 0.04
3 H 0.06
4 H 0.00

---

Density functional theory data (the ωB97M-V functional and the def2-TZVPD basis) for a cluster of 2 separate species, H3PS2 in total.

Its total energy is -1139.47262 a.u. As for the net charge: 0. The calculation puts the lowest unoccupied orbital energy at -1.61 eV. The SMILES is P=S.S. The value obtained for the energy above the lowest of the compared OMol25 structures with the same formula, charge and spin is 33.4 kcal per mole. The HOMO-LUMO gap comes out at 7.28 eV.

Element x y z (Å)
P 1.46 0.67 0.38
S -1.84 0.03 -0.01
S 2.14 -0.89 -0.56
H -1.10 -0.05 1.24
H 0.42 1.10 -0.44
H -1.07 -0.87 -0.61

Mulliken charges in e:
1 P 0.10
2 S -0.37
3 S -0.20
4 H 0.17
5 H 0.11
6 H 0.19

---

Density functional theory data (the ωB97M-V functional and the def2-TZVPD basis) for a cluster of 20 separate species, H40O20 in total.

Its total energy is -1528.84941 a.u. As for the net charge: 0. The calculation puts the lowest unoccupied orbital energy at -0.12 eV. The value obtained for the energy above the lowest of the compared OMol25 structures with the same formula, charge and spin is 21.1 kcal per mole. The HOMO-LUMO gap comes out at 10.40 eV.

Element x y z (Å)
O 1.52 -4.16 -1.39
H 2.39 -4.01 -0.96
H 1.18 -3.32 -1.71
O -3.17 0.52 -3.65
H -2.70 0.38 -4.48
H -3.97 1.04 -3.80
O -4.29 -1.18 0.23
H -3.93 -0.32 0.45
H -4.29 -1.71 1.04
O 0.11 -1.91 -2.31
H -0.79 -2.34 -2.30
H 0.15 -1.34 -1.54
O 0.56 -0.37 4.02
H 0.82 -0.73 4.88
H 0.54 -1.13 3.40
O -2.68 -2.05 -2.19
H -2.58 -1.24 -2.75
H -3.33 -1.82 -1.50
O -2.01 1.50 -1.03
H -2.77 1.36 -0.45
H -2.15 1.14 -1.94
O -1.89 -3.66 3.05
H -1.01 -3.76 2.65
H -1.97 -4.20 3.82
O -2.27 1.01 4.52
H -1.53 0.44 4.22
H -2.71 0.48 5.22
O 1.44 2.03 2.35
H 1.09 1.37 2.96
H 1.76 2.76 2.87
O -4.45 1.70 0.86
H -4.48 1.13 1.64
H -5.25 1.47 0.36
O 4.22 3.37 -0.99
H 4.73 3.97 -0.44
H 3.30 3.51 -0.80
O 1.54 3.52 -0.11
H 1.37 3.05 0.71
H 0.66 3.68 -0.48
O 0.51 -2.38 1.71
H 0.37 -1.54 1.17
H 1.20 -2.86 1.22
O 4.13 0.99 0.30
H 3.71 1.03 1.19
H 4.39 1.91 0.07
O 0.43 -0.09 -0.27
H -0.36 0.44 -0.40
H 1.16 0.41 -0.63
O 3.57 -1.42 -2.18
H 4.48 -1.53 -1.93
H 3.11 -2.10 -1.70
O 4.69 -1.94 0.35
H 4.59 -0.97 0.34
H 5.48 -2.06 0.91
O -0.99 4.05 -1.08
H -1.37 4.75 -0.55
H -1.57 3.25 -1.02
O -0.59 0.14 -3.88
H -0.27 -0.76 -3.67
H 0.16 0.50 -4.35

Mulliken charges in e:
1 O -0.63
2 H 0.30
3 H 0.41
4 O -0.60
5 H 0.28
6 H 0.25
7 O -0.65
8 H 0.33
9 H 0.32
10 O -0.84
11 H 0.41
12 H 0.58
13 O -0.63
14 H 0.29
15 H 0.37
16 O -0.71
17 H 0.39
18 H 0.31
19 O -0.78
20 H 0.29
21 H 0.34
22 O -0.61
23 H 0.32
24 H 0.29
25 O -0.65
26 H 0.36
27 H 0.31
28 O -0.60
29 H 0.26
30 H 0.26
31 O -0.66
32 H 0.31
33 H 0.35
34 O -0.68
35 H 0.32
36 H 0.43
37 O -0.70
38 H 0.34
39 H 0.43
40 O -0.63
41 H 0.35
42 H 0.28
43 O -0.69
44 H 0.33
45 H 0.31
46 O -0.82
47 H 0.36
48 H 0.31
49 O -0.59
50 H 0.30
51 H 0.22
52 O -0.61
53 H 0.41
54 H 0.28
55 O -0.71
56 H 0.31
57 H 0.44
58 O -0.57
59 H 0.36
60 H 0.26

---

Density functional theory data (the ωB97M-V functional and the def2-TZVPD basis) for a structure of composition H41O21.

Its total energy is -1604.60825 a.u. As for the net charge: -1. The calculation puts the lowest unoccupied orbital energy at 1.88 eV. The value obtained for the energy above the lowest of the compared OMol25 structures with the same formula, charge and spin is 109.7 kcal per mole. The HOMO-LUMO gap comes out at 9.51 eV.

Element x y z (Å)
O 2.90 2.18 2.80
H 1.97 2.26 2.57
H 3.24 1.40 3.22
O 0.39 -0.54 -1.35
H 0.07 -1.57 -0.89
H 0.01 -0.37 -2.22
O -3.45 -1.78 -3.03
H -2.86 -2.03 -3.76
H -2.78 -1.77 -2.28
O -3.10 0.79 -3.25
H -3.32 -0.04 -2.80
H -3.49 1.59 -2.89
O 1.61 1.48 -3.45
H 2.14 2.22 -3.20
H 1.43 1.05 -2.61
O 3.03 -0.33 -1.29
H 3.46 0.40 -0.89
H 2.03 -0.29 -1.29
O -0.86 0.11 -4.35
H -0.17 0.68 -4.73
H -1.38 0.87 -4.01
O -1.66 -3.63 -1.78
H -1.04 -4.22 -2.19
H -1.07 -2.99 -1.29
O 3.91 -0.99 2.86
H 3.97 -0.53 1.99
H 3.72 -1.89 2.67
O 0.72 -0.10 4.92
H 0.70 0.62 4.28
H 1.16 -0.94 4.82
O -1.88 -2.14 1.35
H -3.29 0.98 0.74
H -1.71 -2.93 1.81
O -2.94 2.58 3.64
H -2.26 2.40 4.30
H -2.68 1.73 3.21
O 2.78 -2.92 -1.10
H 2.32 -2.60 -0.34
H 2.24 -2.76 -1.85
O -5.02 -0.86 2.39
H -4.25 -0.31 2.50
H -5.10 -1.28 1.57
O 3.91 2.64 0.56
H 3.33 3.40 0.59
H 3.29 2.13 -0.02
O -2.87 0.65 1.56
H -2.39 -0.10 1.25
O 3.65 -0.77 -3.95
H 3.91 -0.62 -3.02
H 2.99 -0.09 -3.91
O -0.38 0.01 2.18
H 0.12 -0.60 2.81
H -0.74 -0.46 1.46
O -2.26 4.82 1.43
H -2.06 4.23 0.73
H -2.30 4.28 2.27
O 1.44 1.63 0.05
H 1.04 1.05 -0.57
H 0.86 1.70 0.82
O 0.08 -2.61 -0.17
H 0.53 -3.02 0.54
H -1.37 -2.22 0.42

Mulliken charges in e:
1 O -0.56
2 H 0.27
3 H 0.28
4 O -0.59
5 H 0.35
6 H 0.09
7 O -0.71
8 H 0.35
9 H 0.33
10 O -0.64
11 H 0.36
12 H 0.26
13 O -0.68
14 H 0.26
15 H 0.50
16 O -0.62
17 H 0.20
18 H 0.41
19 O -0.60
20 H 0.26
21 H 0.36
22 O -0.73
23 H 0.27
24 H 0.29
25 O -0.62
26 H 0.34
27 H 0.28
28 O -0.67
29 H 0.32
30 H 0.29
31 O -0.66
32 H 0.22
33 H 0.19
34 O -0.64
35 H 0.36
36 H 0.30
37 O -0.61
38 H 0.21
39 H 0.31
40 O -0.65
41 H 0.39
42 H 0.28
43 O -0.61
44 H 0.32
45 H 0.27
46 O -0.63
47 H 0.32
48 O -0.68
49 H 0.36
50 H 0.37
51 O -0.22
52 H 0.22
53 H 0.09
54 O -0.64
55 H 0.28
56 H 0.36
57 O -0.39
58 H 0.28
59 H 0.13
60 O -0.86
61 H 0.08
62 H 0.60

---

Density functional theory data (the ωB97M-V functional and the def2-TZVPD basis) for a structure of composition H43O21.

Its total energy is -1605.34771 a.u. As for the net charge: +1. The calculation puts the lowest unoccupied orbital energy at -2.66 eV. The value obtained for the energy above the lowest of the compared OMol25 structures with the same formula, charge and spin is 209.2 kcal per mole. The HOMO-LUMO gap comes out at 10.45 eV.

Element x y z (Å)
O -2.03 -0.87 4.00
H 5.19 -0.79 1.79
H -2.55 0.31 0.07
O 4.04 -2.02 -3.00
H 4.53 -2.05 -2.14
H -4.25 3.06 -0.70
O -3.18 -2.14 0.80
H -3.53 -1.84 -0.02
H -0.97 4.48 1.50
O 4.92 2.16 0.94
H -0.73 4.73 3.07
H -1.98 0.07 -4.82
O 1.50 3.43 0.54
H 1.41 -4.12 -2.84
H 1.97 4.00 1.12
O -0.96 4.07 2.44
H 3.97 -0.21 1.18
H -0.72 1.96 -2.70
O -1.21 -2.23 -2.20
H 1.03 3.82 -0.28
H 2.55 0.56 -3.65
O -3.51 3.16 -0.18
H -2.22 -1.48 4.67
H 1.59 1.71 -2.77
O 1.88 1.06 -0.12
H -1.89 2.42 1.98
H 1.25 1.79 -0.23
O 0.49 -4.19 -2.95
H 4.53 2.97 1.38
H 2.94 0.58 2.99
O 1.34 -1.95 3.50
H 1.43 -2.67 2.82
H -0.98 -2.97 -1.60
O -4.00 -1.41 -2.57
H -3.07 -1.77 -2.65
H -1.34 -2.68 -3.13
O -2.49 1.66 2.20
H 1.63 0.67 -0.81
H -3.33 2.18 2.03
O -0.11 1.50 -2.45
H -0.50 0.64 -2.11
H -3.27 2.26 -0.39
O -2.79 0.64 -0.73
H 1.86 -0.76 3.56
H 3.70 -1.23 -2.97
O -0.55 -0.34 2.11
H 0.46 -1.63 3.40
O 1.17 -3.29 0.92
H 2.04 -3.10 0.52
H 1.03 -4.38 0.91
O 1.86 0.41 3.13
H 1.61 0.29 2.18
H -2.83 -0.42 3.78
O -2.02 -0.17 -3.88
H 0.12 -4.09 -3.88
H -3.98 -1.19 -3.58
O 2.30 1.05 -2.94
H -2.80 0.40 -3.59
H 4.16 1.65 0.70
O 4.40 -1.00 1.33
H -4.01 -2.49 1.31
H -2.84 -0.17 -1.30
H -1.57 -0.57 2.31
H -0.65 0.51 2.01

Mulliken charges in e:
1 O -0.54
2 H 0.32
3 H 0.21
4 O -0.58
5 H 0.31
6 H 0.34
7 O -0.56
8 H 0.29
9 H 0.32
10 O -0.63
11 H 0.27
12 H 0.27
13 O -0.58
14 H 0.31
15 H 0.22
16 O -0.65
17 H 0.16
18 H 0.17
19 O -0.63
20 H 0.28
21 H 0.26
22 O -0.54
23 H 0.25
24 H 0.31
25 O -0.17
26 H 0.22
27 H 0.22
28 O -0.62
29 H 0.32
30 H 0.49
31 O -0.58
32 H 0.39
33 H 0.29
34 O -0.65
35 H 0.41
36 H 0.29
37 O -0.59
38 H 0.13
39 H 0.32
40 O -0.45
41 H 0.26
42 H 0.38
43 O -0.59
44 H 0.51
45 H 0.26
46 O -0.68
47 H 0.39
48 O -0.72
49 H 0.34
50 H 0.36
51 O -0.57
52 H 0.41
53 H 0.27
54 O -0.55
55 H 0.32
56 H 0.35
57 O -0.58
58 H 0.32
59 H 0.31
60 O -0.60
61 H 0.30
62 H 0.21
63 H 0.33
64 H 0.37

---

Density functional theory data (the ωB97M-V functional and the def2-TZVPD basis) for a cluster of 21 separate species, H43O21 in total.

Its total energy is -1605.47860 a.u. As for the net charge: +1. The calculation puts the lowest unoccupied orbital energy at -3.11 eV. The value obtained for the energy above the lowest of the compared OMol25 structures with the same formula, charge and spin is 127.1 kcal per mole. The HOMO-LUMO gap comes out at 9.82 eV.

Element x y z (Å)
O 3.74 -0.63 -0.02
H 2.01 -3.18 3.00
H -5.22 0.86 2.03
O 0.69 3.22 3.77
H 0.35 2.68 3.09
H -0.92 -1.80 -3.96
O 2.13 0.33 -1.84
H 1.71 1.21 -1.83
H 1.03 -3.47 -0.88
O -2.02 -2.78 -3.39
H -0.18 -3.01 -1.68
H -1.72 3.24 1.35
O 0.19 2.95 -2.19
H 1.86 0.93 1.58
H -0.06 3.84 -1.89
O 0.24 -3.76 -1.36
H 1.40 -2.20 0.87
H -0.15 -0.36 5.17
O -1.25 5.33 0.65
H -0.83 2.68 -2.11
H -3.08 -1.44 1.65
O -0.27 -1.12 -4.33
H 3.27 -0.50 0.79
H -3.67 -2.83 1.33
O 2.49 -0.73 4.65
H -2.59 -4.31 -0.41
H 2.28 -4.66 2.51
O 1.36 0.29 1.11
H -1.67 -3.36 -2.78
H -0.50 0.41 -2.46
O 2.10 -2.50 0.23
H 2.55 -3.28 0.65
H -0.69 5.17 1.44
O 2.44 -0.43 -4.31
H 1.63 -0.65 -4.74
H -0.76 5.25 -0.12
O -1.87 -3.64 -0.20
H 2.18 -0.49 3.69
H -1.43 -4.32 0.30
O -0.76 0.06 4.48
H -0.30 0.63 3.90
H -0.54 -1.21 -5.25
O -4.76 0.63 1.22
H -1.65 -0.49 -2.47
H 0.25 3.10 4.59
O -3.70 2.87 -0.47
H 3.14 -1.63 -0.06
O 3.26 3.34 -0.96
H 2.76 4.11 -0.92
H 4.21 3.46 -1.17
O -1.38 0.42 -2.16
H 2.62 0.19 4.78
H 3.17 -0.06 -0.75
O -0.99 2.65 1.20
H 0.50 0.79 1.29
H 2.90 0.16 -4.87
O -3.81 -1.92 1.25
H -1.06 2.37 0.33
H -2.97 -3.13 -3.58
O 1.81 -3.86 2.30
H 2.30 0.13 -2.76
H -4.74 -0.38 1.27
H -2.85 2.51 -0.66
H -4.15 2.33 0.14

Mulliken charges in e:
1 O -0.51
2 H 0.34
3 H 0.29
4 O -0.62
5 H 0.24
6 H 0.34
7 O -0.68
8 H 0.27
9 H 0.40
10 O -0.64
11 H 0.24
12 H 0.37
13 O -0.56
14 H 0.34
15 H 0.26
16 O -0.61
17 H 0.37
18 H 0.36
19 O -0.62
20 H 0.33
21 H 0.31
22 O -0.64
23 H 0.37
24 H 0.29
25 O -0.58
26 H 0.30
27 H 0.32
28 O -0.39
29 H 0.27
30 H 0.36
31 O -0.80
32 H 0.44
33 H 0.33
34 O -0.62
35 H 0.32
36 H 0.26
37 O -0.56
38 H 0.24
39 H 0.29
40 O -0.60
41 H 0.25
42 H 0.31
43 O -0.65
44 H 0.18
45 H 0.32
46 O -0.60
47 H 0.55
48 O -0.56
49 H 0.27
50 H 0.29
51 O -0.54
52 H 0.33
53 H 0.56
54 O -0.32
55 H 0.04
56 H 0.30
57 O -0.65
58 H 0.08
59 H 0.32
60 O -0.70
61 H 0.42
62 H 0.38
63 H 0.21
64 H 0.34

---

What did the first record say?
Density functional theory data (the ωB97M-V functional and the def2-TZVPD basis) for a cluster of 2 separate species, H3P in total.

Its total energy is -342.97359 a.u. As for the net charge: 0. The calculation puts the lowest unoccupied orbital energy (alpha / beta) at -0.25 / -1.27 eV. The value obtained for the energy above the lowest of the compared OMol25 structures with the same formula, charge and spin is 40.6 kcal per mole. The HOMO-LUMO gap (alpha / beta) comes out at 8.87 / 9.23 eV.

Element x y z (Å)
P -1.09 0.08 -0.40
H -0.42 -0.17 0.92
H -0.24 1.24 -0.66
H 1.75 -1.15 0.13

Mulliken charges in e:
1 P -0.09
2 H 0.04
3 H 0.06
4 H 0.00

---

What is the net charge in the sixth record? +1

---

net charge of number 4 (H41O21)? -1